Entry 1:
The following is a quantum chemistry calculation of C10H28O6Ti as an isolated structure, from the Open Molecules 2025 dataset.

Atoms and positions in Å:
Ti -0.3705 0.4780 -0.6047
O -1.0383 -0.3043 -2.9193
C -2.2109 0.5496 -2.9192
C -2.2083 2.0109 -2.3276
O -1.7217 2.4279 -1.0754
H -3.0217 0.0588 -2.3809
H -2.4964 0.6122 -3.9692
H -3.2450 2.3476 -2.3368
H -1.7360 2.6147 -3.1025
C 4.0431 -0.2041 0.8092
C 2.5551 -0.4087 0.8589
O 1.9997 0.1137 -0.3636
H 4.4643 -0.4911 1.7727
H 4.2631 0.8561 0.6845
H 4.5349 -0.8364 0.0700
H 2.1572 0.1306 1.7185
H 2.3091 -1.4665 0.9513
H 2.1243 -0.5282 -1.0664
C -2.7479 -1.1019 1.5605
C -1.3246 -1.2112 2.0615
O -0.5289 -1.5706 0.9283
H -3.0108 -0.7432 0.5653
H -3.2457 -0.5336 2.3462
H -3.2915 -2.0466 1.5574
H -1.1222 -1.9265 2.8587
H -0.9545 -0.2356 2.3766
H -0.6975 -2.4773 0.6619
C 2.9171 -3.0906 -2.1226
C 1.6100 -2.6439 -2.6688
O 1.5193 -1.2644 -2.4997
H 3.0840 -4.1652 -2.1969
H 3.0121 -2.7825 -1.0813
H 3.7501 -2.5880 -2.6141
H 0.7189 -3.1278 -2.2691
H 1.6034 -3.0054 -3.6971
H 0.6970 -0.9639 -2.8936
C -1.4820 3.7687 3.1860
C -1.3619 2.4391 2.5220
O -0.5124 2.5224 1.4508
H -2.2284 4.3024 2.5978
H -0.6143 4.4237 3.2653
H -1.8564 3.5817 4.1925
H -2.3405 2.0604 2.2271
H -0.9500 1.7002 3.2095
H -1.0442 2.7191 0.6762

Calculated values
Frontier orbital gap (alpha / beta): 2.79 / 7.70 eV
E_tot: -46220.58928 eV
Net charge: -1
Lowest unoccupied orbital energy (alpha / beta): 2.94 / 2.89 eV
Multiplicity: 4
ΔE to the lowest compared entry with this formula, charge and spin: 40.2 kJ/mol

---

Entry 2:
The following is a quantum chemistry calculation of C10H2As3F30O16S4Zr as an isolated structure, from the Open Molecules 2025 dataset.

Atoms and positions in Å:
Zr 0.2798 -0.1916 -0.0176
C 1.1835 -3.2896 5.9725
C 1.1703 -2.9861 7.4089
C 1.2902 -1.3936 7.8341
O 1.2064 -1.2400 9.0151
C 1.3435 -0.4030 6.7730
C 1.2121 -0.8810 5.4676
C 1.2063 -2.3439 5.0521
O 1.1295 -2.7022 3.8026
O 1.1939 -0.0153 4.5274
O 1.0940 -3.8370 8.2576
H 0.9848 -4.3095 5.6779
H 1.3650 0.6528 6.9993
As -2.9132 5.2259 2.0561
F -3.0496 5.7321 0.3584
F -2.1312 3.6686 1.2820
F -2.7818 4.3442 3.6113
F -3.4978 6.7978 2.7091
F -4.4904 4.5495 1.8533
F -1.3237 5.9749 2.2899
As 6.3821 -1.3528 0.3622
F 8.0526 -1.7220 0.5011
F 6.4743 0.3308 1.0184
F 4.5800 -1.0909 0.1456
F 6.0257 -2.9776 -0.3041
F 5.9879 -1.9533 2.0350
F 6.6292 -0.7712 -1.3437
As -5.0366 -1.9693 2.7684
F -6.0309 -0.7004 1.8929
F -4.8931 -0.8118 4.1240
F -4.1254 -3.2354 3.6181
F -5.2220 -2.9811 1.2885
F -3.4636 -1.2547 2.1036
F -6.5690 -2.8593 3.3345
C -1.6015 -7.0780 -1.6350
F -2.8558 -6.8417 -1.6362
F -1.2875 -7.2327 -0.3696
F -1.0853 -8.1491 -2.2996
S -0.8276 -5.4527 -2.4682
O -1.0612 -4.2888 -1.5609
O 0.5971 -5.7463 -2.7160
O -1.3857 -5.2226 -3.7596
C 2.3510 6.4239 -2.1455
F 2.1886 7.4264 -1.3870
F 1.2042 5.8579 -2.5569
F 3.1689 6.7811 -3.1331
S 3.1454 4.9393 -1.1133
O 2.0965 3.7763 -1.0610
O 4.4093 4.6365 -1.7786
O 3.3988 5.3294 0.2652
C 2.8795 1.1568 -6.5839
F 4.2278 1.3372 -6.2751
F 2.2365 2.2311 -6.1624
F 2.6671 1.0944 -7.8787
S 2.3302 -0.4700 -5.6746
O 1.9311 -0.1032 -4.2899
O 1.1729 -1.0516 -6.4997
O 3.5714 -1.3039 -5.7497
C -5.4951 1.9092 -4.1176
F -6.1099 1.1408 -3.2873
F -6.1592 2.2157 -5.2451
F -5.3564 3.1099 -3.4890
S -3.7525 1.0566 -4.3674
O -3.0011 0.8691 -3.1034
O -3.8766 -0.2232 -5.0801
O -2.9838 1.8680 -5.3158

Calculated values
Frontier orbital gap: 1.24 eV
E_tot: -351812.32947 eV
Net charge: -5
Lowest unoccupied orbital energy: 1.90 eV

---

Entry 3:
The following is a quantum chemistry calculation of C10H30Cl2O5S5V as an isolated structure, from the Open Molecules 2025 dataset.

Atoms and positions in Å:
V 0.4952 32.2348 3.5582
Cl -0.9914 30.1781 3.8058
Cl 2.0099 34.0567 3.1243
C 2.7913 33.2595 6.8155
S 2.9053 31.5319 6.1154
O 1.7349 31.4834 5.1059
C 4.4534 31.7757 5.1396
H 3.3767 33.3931 7.7252
H 1.7180 33.4335 6.8917
H 3.2085 33.9453 6.0781
H 5.3350 32.2197 5.6017
H 4.1790 32.4512 4.3293
H 4.7006 30.8844 4.5628
C 2.1539 28.8865 0.9020
S 2.7776 29.6259 2.5065
O 1.8379 30.8190 2.7924
C 2.2113 28.2704 3.5409
H 2.5313 27.8654 0.8468
H 2.3941 29.3686 -0.0457
H 1.0759 28.7346 0.9564
H 1.2040 27.9899 3.2330
H 2.1388 28.6502 4.5600
H 2.8829 27.4282 3.3739
C 1.6498 32.3721 -0.8930
S 0.0698 31.8053 -0.1221
O 0.1650 32.1010 1.4532
C -0.9788 33.1227 -0.8848
H 2.5440 31.7861 -0.6809
H 1.8493 33.3544 -0.4647
H 1.3684 32.5193 -1.9357
H -0.6313 33.3105 -1.9007
H -0.8892 34.0870 -0.3847
H -2.0442 32.8951 -0.9188
C -1.3297 35.9595 2.4099
S -2.1390 34.2591 2.3920
O -1.1607 33.2832 3.1542
C -3.7291 34.5173 3.3429
H -0.8946 36.1620 3.3886
H -1.9634 36.8206 2.1976
H -0.5597 36.2295 1.6872
H -4.3353 35.3310 2.9447
H -3.6231 34.6562 4.4188
H -4.4474 33.7158 3.1703
C -0.9053 32.9767 8.0305
S -1.2965 33.5443 6.2963
O -0.2200 32.9929 5.3439
C -2.7611 32.4782 6.1724
H -0.8949 31.9021 8.2124
H -1.3500 33.5316 8.8566
H 0.1213 33.2545 8.2696
H -2.4951 31.4212 6.1742
H -3.3673 32.7291 5.3019
H -3.3891 32.7800 7.0106

Calculated values
Frontier orbital gap (alpha / beta): 8.40 / 8.93 eV
E_tot: -125995.19549 eV
Net charge: +1
Lowest unoccupied orbital energy (alpha / beta): -2.35 / -1.87 eV
Multiplicity: 3
ΔE to the lowest compared entry with this formula, charge and spin: 249.4 kJ/mol

---

Entry 4:
The following is a quantum chemistry calculation of a 6-piece molecular cluster, C10H30ClO5S overall, from the Open Molecules 2025 dataset.

Atoms and positions in Å:
Cl -0.2402 0.1034 -0.9030
C -4.7642 -0.5006 0.3650
C -3.8052 -1.4736 -0.5030
O -3.2522 -0.7986 -1.6350
H -5.4452 -0.0546 -0.3540
H -4.0872 0.1134 0.7880
H -5.3402 -1.0216 1.1230
H -4.3902 -2.3376 -0.9940
H -2.9052 -2.0256 0.0100
H -2.3882 -0.3476 -1.5390
C 2.4758 4.5084 -0.7780
C 1.8648 3.2054 -1.1800
O 0.4648 3.1414 -0.8180
H 2.1238 5.3674 -1.3100
H 3.4758 4.6464 -0.8270
H 2.1648 4.7194 0.3090
H 2.3188 2.4134 -0.6060
H 1.8478 3.0254 -2.2750
H 0.2098 2.3544 -0.8400
C 3.3008 -2.6626 0.8010
C 2.3048 -1.5996 0.3120
O 2.8178 -0.9056 -0.8080
H 2.8448 -3.2046 1.6410
H 4.1728 -2.1976 1.1840
H 3.4628 -3.4766 0.1130
H 2.2168 -0.8016 0.8990
H 1.3488 -2.0616 -0.0070
H 2.0698 -0.5116 -1.2360
C -0.5502 -2.7316 -0.8180
C 0.6218 -3.7086 -1.0960
O 0.5008 -4.4316 -2.2230
H -0.3902 -2.0886 -0.0820
H -1.6382 -3.0846 -0.7220
H -0.5822 -2.2076 -1.6940
H 0.6098 -4.4186 -0.2750
H 1.6468 -3.3666 -0.9420
H -0.2202 -4.8756 -1.9030
C -0.1332 3.6144 1.8880
S 0.3748 1.9374 1.5600
O 1.2628 1.6074 2.8460
C -1.2322 1.1174 1.7620
H -0.5582 3.8154 2.8860
H -0.7092 3.9704 0.8440
H 0.6248 4.3624 1.8400
H -1.0922 0.0874 1.7000
H -1.6822 1.4764 0.8530
H -1.7192 1.3094 2.6460

Calculated values
Frontier orbital gap: 8.10 eV
E_tot: -44447.71308 eV
Net charge: -1
Lowest unoccupied orbital energy: 3.03 eV
ΔE to the lowest compared entry with this formula, charge and spin: 92.8 kJ/mol

---

Entry 5:
The following is a quantum chemistry calculation of C10H30Co2FN10O24P as an isolated structure, from the Open Molecules 2025 dataset.

Atoms and positions in Å:
Co 4.7085 -0.3583 -1.2195
Co 0.7948 -0.4932 -0.6046
P 2.9386 0.9244 -0.5653
O 3.4862 1.0367 -2.0134
O 2.7567 -0.5735 -0.7337
O 1.4661 1.1925 -0.1666
O 4.2198 0.7530 0.2685
F -1.2879 -0.5826 -0.4610
C 2.1129 -0.4830 -4.8890
N 1.0001 0.1087 -4.0265
O 0.9763 -0.2445 -2.8427
O 0.3394 1.0847 -4.4802
H 2.0670 -0.0540 -5.8900
H 2.0324 -1.5691 -4.9329
H 3.0701 -0.3688 -4.3802
C -2.6798 0.0921 -3.3720
N -4.0223 -0.5294 -3.5162
O -4.9840 0.1273 -3.2381
O -4.0311 -1.7470 -3.7873
H -1.9665 -0.6974 -3.1352
H -2.6944 0.6761 -2.4518
H -2.4440 0.7077 -4.2401
C -4.0416 -0.2711 0.7618
N -5.4369 -0.0658 1.2589
O -5.6927 -0.1275 2.4624
O -6.1873 0.4245 0.4220
H -4.0396 -0.8458 -0.1644
H -3.5341 -0.7925 1.5734
H -3.5827 0.7044 0.6013
C -1.9300 -3.5550 1.4064
N -1.4970 -4.2668 2.6040
O -1.6026 -5.4967 2.5987
O -0.9189 -3.5923 3.4610
H -3.0153 -3.5824 1.3092
H -1.3356 -3.9335 0.5748
H -1.7266 -2.4856 1.4611
C 1.9608 3.5238 -2.8298
N 1.4329 4.7127 -3.5127
O 0.4251 5.2283 -3.0057
O 1.9344 5.1825 -4.5212
H 2.6072 2.9909 -3.5272
H 1.2398 2.7805 -2.4895
H 2.5464 3.8503 -1.9704
C 2.2625 2.1301 2.6444
N 1.9791 2.6718 4.0452
O 1.7415 3.8587 4.1430
O 2.1142 1.9147 4.9767
H 3.1513 1.4999 2.6774
H 2.3999 2.9300 1.9168
H 1.4202 1.4790 2.4107
C 3.1206 -1.9916 2.0686
N 1.7454 -1.5312 2.3656
O 0.9345 -1.3378 1.4346
O 1.5793 -1.1958 3.5354
H 3.0948 -2.4262 1.0694
H 3.5232 -2.6498 2.8385
H 3.6318 -1.0303 2.1200
C -1.7378 -0.2932 3.7870
N -1.9872 0.7422 4.7841
O -1.0123 1.2760 5.3407
O -3.1473 0.9937 5.0748
H -1.3947 0.0211 2.8013
H -2.6674 -0.8593 3.7280
H -1.0248 -1.0073 4.1991
C -1.0438 2.6862 0.9386
N -1.9099 3.0131 2.0758
O -2.9097 2.2857 2.2472
O -1.5951 3.9509 2.7841
H -0.1453 3.3027 0.9657
H -1.6597 2.7501 0.0416
H -0.8394 1.6297 1.1126
C 2.7193 -3.3903 -2.5678
N 1.4349 -3.5631 -1.8499
O 0.9141 -2.5805 -1.2860
O 0.8507 -4.6492 -1.9239
H 3.4518 -4.1146 -2.2116
H 3.0192 -2.3484 -2.4560
H 2.5214 -3.5527 -3.6273

Calculated values
Frontier orbital gap (alpha / beta): 6.16 / 6.08 eV
E_tot: -162128.33083 eV
Net charge: 0
Lowest unoccupied orbital energy (alpha / beta): -3.94 / -4.03 eV
Multiplicity: 7

---

Entry 6:
The following is a quantum chemistry calculation of C10H30FKO5 as an isolated structure, from the Open Molecules 2025 dataset.

Atoms and positions in Å:
K -1.3133 -2.4503 -2.8739
F -0.6224 -0.9975 -0.5661
C 4.4609 -0.9009 -0.2626
C 3.0303 -0.5625 0.1098
O 2.1329 -1.5201 -0.4312
H 5.1095 -0.0909 0.0764
H 4.5910 -1.0865 -1.3270
H 4.7839 -1.7990 0.2714
H 2.7817 0.4156 -0.3174
H 2.9552 -0.5381 1.2002
H 1.3471 -1.0976 -0.7951
C 0.0446 1.8802 -4.3567
C 0.2009 0.7996 -3.3493
O -0.9601 0.7519 -2.5261
H -0.6815 1.5867 -5.1175
H 0.9771 2.1969 -4.8263
H -0.3403 2.7941 -3.8993
H 1.0780 0.9642 -2.7116
H 0.3742 -0.1733 -3.8439
H -0.6992 0.4354 -1.6426
C -4.6935 0.9319 0.6272
C -3.6748 0.8952 -0.4800
O -3.2970 -0.4471 -0.8058
H -5.0675 1.9516 0.7438
H -4.2748 0.6302 1.5924
H -5.5254 0.2381 0.4852
H -2.7816 1.4537 -0.1848
H -4.0517 1.4100 -1.3719
H -2.3296 -0.4953 -0.7259
C 0.9233 -2.8917 2.7878
C -0.3441 -3.2466 2.0040
O -1.1925 -2.1371 1.8114
H 1.4993 -3.7901 3.0036
H 0.7108 -2.3417 3.7049
H 1.4698 -2.1872 2.1511
H -0.9010 -4.0452 2.5042
H -0.0318 -3.6474 1.0293
H -0.8813 -1.6837 1.0110
C 0.9190 3.0157 2.0953
C 0.5612 1.5449 2.0324
O -0.5320 1.3639 1.1408
H 0.2912 3.5354 2.8257
H 0.7884 3.5403 1.1501
H 1.9464 3.1557 2.4387
H 0.3093 1.2047 3.0421
H 1.4501 0.9976 1.7047
H -0.5406 0.4363 0.8718

Calculated values
Frontier orbital gap: 8.16 eV
E_tot: -40136.96658 eV
Net charge: 0
Lowest unoccupied orbital energy: -1.01 eV
ΔE to the lowest compared entry with this formula, charge and spin: 114.6 kJ/mol

---

Entry 7:
The following is a quantum chemistry calculation of a 6-piece molecular cluster, C10H30FO5 overall, from the Open Molecules 2025 dataset.

Atoms and positions in Å:
F 0.3618 0.2896 -0.1780
C 2.8164 -2.4556 3.0411
C 1.7780 -1.4371 2.5746
O 2.2805 -0.6290 1.5305
H 3.0165 -3.2324 2.3029
H 2.4886 -2.9331 3.9654
H 3.7600 -1.9317 3.2108
H 1.5026 -0.7538 3.3865
H 0.9010 -1.9807 2.2085
H 1.5216 -0.2845 1.0242
C -0.5579 -3.3345 -3.3679
C -0.6781 -2.0262 -2.6108
O 0.5193 -1.7098 -1.9478
H -0.0962 -4.1172 -2.7629
H 0.0710 -3.2511 -4.2597
H -1.5197 -3.7186 -3.7140
H -1.4578 -2.1523 -1.8496
H -1.0349 -1.2318 -3.2794
H 0.3530 -0.9216 -1.3869
C -2.8740 -1.4492 2.4877
C -2.5648 -0.3578 1.4669
O -1.9978 -0.9801 0.3186
H -1.9518 -1.9890 2.7078
H -3.6403 -2.1281 2.1169
H -3.2225 -1.0184 3.4313
H -1.9284 0.4416 1.8508
H -3.5234 0.1251 1.2318
H -1.2336 -0.4041 0.1177
C -0.6806 2.0519 -4.4949
C 0.0856 1.9577 -3.1791
O 1.4425 1.7341 -3.4582
H -0.5683 1.1988 -5.1626
H -0.3206 2.9470 -5.0173
H -1.7517 2.2485 -4.3903
H -0.2920 1.1286 -2.5829
H -0.1022 2.8612 -2.5910
H 1.8326 2.4213 -4.0018
C 1.0409 3.8678 2.7998
C 0.7672 2.4483 2.3544
O -0.1875 2.4324 1.3281
H 1.5479 4.4568 2.0340
H 1.7012 3.8676 3.6723
H 0.1289 4.3964 3.0862
H 0.4934 1.8424 3.2289
H 1.7199 2.0333 2.0068
H 0.0539 1.6775 0.7506

Calculated values
Frontier orbital gap: 9.32 eV
E_tot: -23813.14337 eV
Net charge: -1
Lowest unoccupied orbital energy: 3.28 eV
ΔE to the lowest compared entry with this formula, charge and spin: 75.6 kJ/mol

---

Entry 8:
The following is a quantum chemistry calculation of C10H30LiO5S3 as an isolated structure, from the Open Molecules 2025 dataset.

Atoms and positions in Å:
Li -0.1556 0.5740 0.1157
C 1.3127 -1.5417 -0.8721
C 1.5916 -2.9063 -0.3793
O 2.9407 -3.2265 -0.3442
H 0.2267 -1.4699 -0.7922
H 1.4793 -1.3774 -2.0172
H 1.8630 -0.7412 -0.3558
H 1.2536 -3.6242 -0.9215
H 1.0311 -3.0202 0.3846
H 3.0178 -3.9483 0.0550
C 2.0489 0.5506 2.3749
C 1.4175 1.8959 2.3658
O 0.0950 1.9324 1.7362
H 2.8851 0.6871 2.9046
H 2.3099 0.1747 1.3350
H 1.6818 -0.2434 2.8760
H 1.8683 2.6906 1.7203
H 0.9147 2.3253 3.2783
H -0.3934 2.7616 2.3874
C -4.3733 0.0927 -1.5193
S -2.9973 1.1766 -1.8066
O -1.9722 0.8923 -0.5891
C -2.2509 0.3247 -3.0302
H -4.0231 -0.8692 -1.2709
H -4.8530 -0.0793 -2.3752
H -4.9695 0.6313 -0.7888
H -2.7811 0.0464 -3.9806
H -1.9442 -0.5980 -2.6243
H -1.4414 0.7689 -3.3955
C -1.9271 -3.3338 0.9679
S -0.7189 -2.4203 1.8391
O -0.2659 -1.2265 0.8552
C -1.7689 -1.7067 2.9938
H -2.4017 -4.0066 1.4726
H -1.2717 -3.6586 0.2280
H -2.6790 -2.5569 0.6103
H -2.2998 -2.6290 3.3863
H -2.6253 -1.0684 2.5004
H -1.3539 -1.2161 3.8664
C 3.3099 2.3592 -1.4311
S 1.6202 2.3825 -1.9766
O 0.8122 1.4156 -1.2326
C 1.2565 4.0131 -1.2796
H 3.7545 3.1808 -1.7124
H 3.9812 1.6947 -1.9824
H 3.3120 2.0098 -0.3051
H 1.7069 4.1522 -0.2054
H 0.1500 4.0693 -1.1098
H 1.6261 4.6662 -1.9559

Calculated values
Frontier orbital gap: 9.94 eV
E_tot: -53791.54255 eV
Net charge: +1
Lowest unoccupied orbital energy: -2.12 eV
ΔE to the lowest compared entry with this formula, charge and spin: 166.2 kJ/mol

---

- Look up the E_tot of the third one.
  -125995.19549 eV

---

- The lowest net charge belongs to which entry?
  C10H2As3F30O16S4Zr

---

- What is the E_tot in the seventh record?
  -23813.14337 eV